# C47H64F24N4O15S4

11 unconnected molecules or ions with the total composition C47H64F24N4O15S4 in a non-equilibrium geometry (ωB97M-V with the def2-TZVPD basis set, the Open Molecules 2025 dataset).

## Properties
SMILES ... FC(F)C(F)(F)COC(F)(F)C(F)F.FC(F)C(F)(F)COC(F)(F)C(F)F.FC(F)C(F)(F)COC(F)(F)C(F)F.CCOS(C)(=O)=O.CCOS(C)(=O)=O.CCOS(C)(=O)=O.CCOS(C)(=O)=O.c1ccncc1.c1ccncc1.c1ccncc1.c1ccncc1
ΔE to the lowest compared entry with this formula, charge and spin ... 84.89 kJ/mol
Kohn-Sham gap ... 9.5 eV

Structure (ORCA input):
```
! wB97M-V def2-TZVPD RIJCOSX def2/J DEFGRID3
* xyz 0 1
S -3.02588 -9.77575 -0.57304
S 10.83868 -0.66443 4.40857
S -1.84186 8.67491 -0.04692
S -0.77227 0.34123 0.11826
F 0.71082 6.10656 4.97483
F 0.89313 -0.97329 7.66554
F 3.36308 6.84131 4.34146
F -10.70320 -2.70158 -7.91398
F -10.49187 -5.50234 -3.29673
F 1.42004 4.92627 6.63784
F 1.25034 -2.56793 6.19466
F -8.72181 -4.30767 -6.13900
F -12.02135 -2.97859 -10.49639
F 3.72520 -2.68777 7.19710
F 1.60142 1.07211 12.07262
F 2.78793 2.04743 9.94294
F -9.30392 -6.30589 -5.85529
F 6.25863 6.80845 7.83055
F 2.63917 -0.83695 11.80425
F 3.08751 4.69395 4.29601
F 6.14472 9.67406 6.70350
F 7.46761 7.19026 6.16464
F -12.77894 -3.55853 -7.91004
F 3.44855 -0.83462 6.41533
F 4.30210 8.48839 6.80596
F -9.82752 -3.50065 -3.89340
F 4.34467 1.02425 10.66588
F -10.21418 -4.36124 -10.19386
O -0.92285 1.25279 -1.02809
O -1.18569 -1.21456 -0.42346
O 10.39363 0.69199 4.92214
O -0.51227 9.22036 0.05424
O 9.83284 -1.16835 3.22607
O -3.88418 -10.77660 0.09957
O 5.58558 5.99773 5.72321
O 3.11557 0.26271 8.88801
O -1.39920 0.61368 1.46279
O -2.34263 8.73497 -1.63619
O 12.25192 -0.88993 4.01594
O -3.86845 -8.86959 -1.67089
O -2.95378 9.11761 0.77798
O -2.27272 -8.78575 0.22001
O -10.97186 -4.82026 -7.58900
N 0.65245 -0.38808 -8.32738
N 5.23756 -5.35500 0.08725
N -7.88263 4.89102 -1.77704
N 4.09018 4.52843 -1.85822
C 1.04191 0.11467 0.47876
C -5.04345 -10.81205 -2.80934
C -8.42052 3.65353 -1.88563
C 5.01525 5.44977 -1.51658
C 3.15431 0.85124 10.21836
C -9.56050 -4.77697 -4.04162
C 0.79565 -1.42805 -9.19863
C 3.97777 4.13494 -3.20126
C 1.63649 -1.98512 7.33614
C 5.82756 5.59698 -3.88725
C 3.61705 -1.09579 8.81416
C 2.07252 0.22063 11.18676
C 3.13876 5.77262 5.10687
C -9.66097 -5.02955 -5.61013
C -1.72158 6.89331 -0.01450
C -0.54270 9.89356 -2.98238
C 2.88709 -4.93747 -0.09993
C 3.97868 -5.48910 0.55601
C 0.35250 -2.68498 -8.83920
C -1.83554 -10.53493 -1.81897
C -0.22420 -2.91380 -7.58505
C 4.37113 -4.17123 -1.81192
C 3.14441 -1.60972 7.43079
C -11.02618 -4.77873 -6.19677
C -1.28440 8.58480 -2.64527
C 1.74290 5.87680 5.77476
C -0.04789 -0.55417 -7.17397
C -11.50485 -3.76509 -8.27844
C -2.60377 -1.46687 -0.48356
C 3.13349 -4.14868 -1.25331
C -11.47172 -4.05704 -9.78916
C -6.05530 4.18455 -3.22575
C 5.44128 -4.71442 -1.08667
C -2.76947 -2.96730 -0.53015
C 6.19608 7.14802 6.51803
C 5.84675 6.01458 -2.49287
C -5.04526 -9.42077 -2.18254
C 4.87625 4.59824 -4.20082
C -6.69043 5.13791 -2.47968
C 4.28760 5.45300 6.09076
C -7.76302 2.58776 -2.52419
C -0.40173 -1.83136 -6.71584
C 10.49258 -1.88539 5.80126
C -6.60099 2.88170 -3.19492
C 5.53209 8.49334 6.28250
C 8.47718 -0.73412 3.25591
C 8.06258 0.29617 2.20592
H -0.10779 9.79507 -3.97699
H 1.35491 -2.72073 8.08960
H -11.83236 -5.43199 -5.86295
H 1.89933 -5.20103 0.24829
H -0.90682 -2.08601 -5.79582
H 7.91862 -1.66222 3.13446
H -3.84179 -3.10615 -0.66773
H -6.09727 2.04865 -3.66257
H 4.33665 4.37681 6.25659
H 1.18037 -0.38527 1.43741
H -5.19837 4.45697 -3.82396
H -1.17672 10.73457 -2.70163
H 6.45194 6.03925 -4.64946
H -1.74818 8.08716 -3.49695
H -11.99613 -4.98641 -10.01132
H -8.60315 -5.09004 -3.62502
H 5.38381 8.72473 5.22771
H -2.15697 6.52487 0.91436
H -2.36328 -3.46407 -1.41125
H 10.68418 -2.87461 5.38552
H -6.21134 6.10519 -2.51504
H 4.91578 4.08176 -5.14849
H -9.31051 3.42147 -1.31952
H 6.47925 -4.72774 -1.38473
H 1.62147 1.02778 0.61451
H 0.24108 10.07414 -2.24673
H 1.36612 -1.23060 -10.09416
H -5.82283 -9.39073 -1.41927
H 1.24840 -0.17280 10.59166
H 7.01624 0.60083 2.18466
H -2.54716 -3.56076 0.35669
H -0.98695 -10.84888 -1.21116
H 0.41169 -3.50427 -9.54038
H -2.19517 6.38744 -0.85587
H -0.54953 7.78617 -2.54406
H 9.44851 -1.73072 6.07345
H -8.14229 1.58661 -2.38191
H 1.47499 -0.49402 -0.31499
H -0.00040 0.32608 -6.55003
H -4.93036 -11.62477 -2.09185
H 1.96348 6.69147 6.46452
H 2.27218 -3.71287 -1.73768
H -1.44877 -9.75104 -2.47015
H 8.23179 -0.08034 1.19710
H 8.12434 -0.36974 4.22071
H -3.08624 -0.98694 0.36790
H -2.18539 -11.37769 -2.41517
H 3.75609 -6.00321 1.47934
H -5.44208 -8.72358 -2.92048
H -0.60148 -3.90259 -7.36973
H 4.70036 -1.05910 8.92903
H 8.59955 1.24462 2.22030
H 4.97855 5.85028 -0.51426
H 6.44646 6.84369 -2.14745
H 4.44689 -3.69342 -2.77750
H -11.38063 -3.80734 -5.85202
H 4.01388 5.81125 7.08315
H 3.15365 -1.70217 9.59240
H 11.00823 -1.59536 6.71673
H 3.27957 3.35344 -3.46237
H -0.65358 6.68663 0.05439
H -3.07891 -1.08839 -1.38860
H -5.95918 -11.03315 -3.35765
H -4.21658 -10.90673 -3.51320
*
```